Entry 1:
Formula: C8H28Be2O10Ti
Source: the OMol25 dataset
Level of theory: wB97M-V/def2-TZVPD

Calculated values
- Highest occupied orbital energy (alpha / beta): -17.43 / -17.44 eV
- LUMO level (alpha / beta): -0.4714 / -0.4776 Ha

Geometry as ORCA input:
```
! wB97M-V def2-TZVPD RIJCOSX def2/J DEFGRID3
* xyz 3 4
Ti 0.16 2.61 -0.31
Be 3.73 -0.30 -0.84
Be 4.43 3.42 0.76
C 2.83 2.44 -1.39
O 2.28 1.42 -1.93
O 2.23 3.38 -0.71
O 4.11 2.39 -1.22
C 0.87 -1.59 -2.55
O 1.81 -1.48 -1.44
H 0.10 -2.26 -2.19
H 0.46 -0.61 -2.78
H 1.35 -1.94 -3.46
H 1.31 -1.66 -0.63
C 2.77 6.31 0.51
O 3.05 5.31 1.51
H 3.39 7.21 0.59
H 2.92 5.90 -0.48
H 1.75 6.69 0.60
H 2.92 5.77 2.35
C 0.45 0.93 -5.05
O 1.79 0.89 -4.62
H 0.25 1.25 -6.07
H -0.05 -0.05 -4.99
H -0.23 1.52 -4.42
H 1.83 1.13 -3.69
C 4.95 2.95 -4.91
O 4.57 3.75 -3.80
H 5.88 2.41 -4.72
H 4.14 2.30 -5.25
H 5.17 3.56 -5.79
H 4.06 3.19 -3.20
C 6.48 1.01 -2.32
O 6.08 0.03 -1.32
H 6.54 1.99 -1.86
H 7.42 0.71 -2.78
H 5.70 1.05 -3.07
H 6.74 0.09 -0.62
C 4.10 -2.06 -3.66
O 3.98 -0.72 -3.15
H 3.38 -2.69 -3.13
H 4.07 -2.15 -4.74
H 5.08 -2.44 -3.36
H 3.25 -0.23 -3.56
C 1.10 5.55 -3.15
O 0.48 5.13 -1.90
H 2.04 6.08 -2.94
H 1.43 4.73 -3.78
H 0.43 6.23 -3.65
H 1.19 4.63 -1.49
*
```



Entry 2:
Formula: C8H28F2Hf2O16P3
Source: the OMol25 dataset
Level of theory: wB97M-V/def2-TZVPD

Calculated values
- Highest occupied orbital energy: -11.80 eV
- LUMO level: -0.2192 Ha

Geometry as ORCA input:
```
! wB97M-V def2-TZVPD RIJCOSX def2/J DEFGRID3
* xyz 1 1
Hf 0.32 -1.72 -2.06
Hf -2.00 -1.29 0.70
O -2.46 0.57 -0.86
P -1.91 1.12 -2.18
O -0.65 0.49 -2.78
F -1.74 2.72 -1.96
F -3.13 0.89 -3.24
P 0.92 -0.95 0.72
O 1.60 -0.58 -0.59
O -0.17 -0.46 -0.27
O -0.22 -0.35 1.56
O 0.07 -2.08 0.18
P -2.19 -3.39 -1.47
O -0.74 -3.62 -2.01
O -3.31 -3.64 -2.41
O -1.86 -1.83 -1.54
O -2.55 -3.31 0.05
C -0.74 3.70 1.82
C 0.02 2.91 2.85
O -0.58 1.66 3.14
H -0.53 3.36 0.81
H -0.30 4.68 1.65
H -1.80 3.88 2.00
H -0.01 3.45 3.80
H 1.08 2.82 2.61
H -0.30 1.05 2.45
C 2.66 3.59 0.12
C 1.74 2.68 -0.59
O 2.49 1.79 -1.39
H 2.30 4.32 0.85
H 3.11 4.26 -0.62
H 3.54 3.11 0.54
H 1.13 3.27 -1.27
H 1.14 1.99 0.00
H 2.29 0.96 -0.96
C -3.83 1.47 1.75
O -2.72 0.62 1.95
H -3.45 2.44 1.46
H -4.41 1.03 0.94
H -4.47 1.57 2.62
H -2.15 1.06 2.59
C -0.44 -3.32 3.75
O -0.93 -3.51 2.39
H 0.63 -3.53 3.80
H -0.52 -2.29 4.09
H -0.93 -3.94 4.49
H -0.53 -4.25 1.92
C 1.86 0.04 -4.49
O 2.06 -0.54 -3.30
H 1.26 0.94 -4.37
H 2.81 0.38 -4.91
H 1.34 -0.57 -5.24
H 2.78 -0.01 -2.93
C 2.25 -4.12 -0.73
O 2.33 -3.13 -1.77
H 2.41 -5.04 -1.29
H 2.96 -3.94 0.08
H 1.29 -4.16 -0.22
H 3.16 -3.28 -2.22
*
```



Entry 3:
Formula: C8H28HfN14O10
Source: the OMol25 dataset
Level of theory: wB97M-V/def2-TZVPD

Calculated values
- Highest occupied orbital energy: -13.44 eV
- LUMO level: -0.3803 Ha

Geometry as ORCA input:
```
! wB97M-V def2-TZVPD RIJCOSX def2/J DEFGRID3
* xyz 2 1
Hf -1.73 2.21 0.40
C -0.16 1.00 -1.17
O -0.86 1.96 -1.75
O 0.57 1.68 -0.25
O -0.91 0.16 -0.51
C -1.93 -3.81 1.03
O -2.89 -3.02 1.23
N -1.93 -5.05 1.55
N -0.87 -3.44 0.28
H -2.71 -5.35 2.11
H -1.15 -5.65 1.33
H -0.27 -4.14 -0.12
H -0.88 -2.48 -0.04
C 1.96 -1.76 -3.36
O 1.27 -1.13 -4.16
N 1.65 -1.69 -2.02
N 2.97 -2.58 -3.72
H 2.19 -2.12 -1.29
H 0.88 -1.14 -1.71
H 3.14 -2.69 -4.70
H 3.63 -2.97 -3.07
C 1.32 -0.26 3.23
O 0.96 -1.05 4.08
N 2.13 0.84 3.48
N 1.31 -0.50 1.87
H 2.14 1.41 2.65
H 2.26 1.17 4.42
H 0.82 -1.33 1.59
H 1.42 0.29 1.26
C 0.73 4.10 -4.40
O 1.02 5.00 -5.15
N 0.91 2.77 -4.73
N 0.31 4.31 -3.09
H 1.14 2.63 -5.70
H 0.48 2.00 -4.27
H 0.66 5.10 -2.59
H -0.07 3.52 -2.61
C -2.51 0.14 3.09
O -2.21 0.61 1.93
N -2.91 -1.11 3.27
N -2.55 0.96 4.15
H -3.00 -1.79 2.51
H -3.28 -1.38 4.17
H -2.77 0.68 5.09
H -2.10 1.85 4.00
C 4.97 1.02 1.56
O 5.65 0.04 1.48
N 3.89 1.21 0.73
N 5.03 2.08 2.44
H 3.82 0.53 -0.01
H 3.25 1.98 0.74
H 5.53 1.97 3.30
H 4.58 2.97 2.33
C -4.09 0.36 -1.10
O -3.54 1.24 -0.34
N -4.93 0.76 -2.06
N -3.95 -0.94 -0.90
H -5.40 0.06 -2.61
H -5.35 1.68 -2.06
H -4.36 -1.55 -1.59
H -3.30 -1.37 -0.22
*
```



Entry 4:
Formula: C8H28N3O9
Source: the OMol25 dataset
Level of theory: wB97M-V/def2-TZVPD

Calculated values
- Highest occupied orbital energy: -5.68 eV
- LUMO level: 0.1122 Ha

Geometry as ORCA input:
```
! wB97M-V def2-TZVPD RIJCOSX def2/J DEFGRID3
* xyz -1 1
N -0.11 0.25 0.45
O 0.39 1.17 -0.21
O -0.96 -0.39 -0.09
O 0.00 0.18 1.64
C 2.72 2.19 0.62
O 2.71 2.88 -0.60
H 3.26 1.24 0.66
H 3.14 2.89 1.35
H 1.70 2.02 0.96
H 3.48 2.64 -1.13
C -3.47 -0.70 -1.48
O -4.19 -1.22 -0.45
H -3.89 0.21 -1.90
H -2.48 -0.38 -1.16
H -3.47 -1.48 -2.24
H -4.18 -0.50 0.19
C -0.11 2.69 2.55
O -0.63 1.74 3.49
H 0.81 3.18 2.87
H 0.07 2.44 1.50
H -0.79 3.54 2.56
H -0.56 0.89 3.07
C -3.41 1.01 1.98
O -3.12 0.68 0.67
H -2.89 0.31 2.64
H -3.09 1.99 2.34
H -4.47 0.87 2.17
H -2.49 -0.04 0.58
C 2.68 -1.32 0.69
O 3.64 -2.02 0.82
N 2.68 -0.30 -0.13
N 1.73 -1.33 1.59
H 1.80 0.02 -0.51
H 3.49 -0.30 -0.73
H 1.78 -2.02 2.33
H 1.00 -0.64 1.63
C -0.14 -2.22 -3.31
C 0.36 -1.80 -1.96
C 1.84 -1.97 -2.08
O -0.03 -0.51 -1.87
H 0.40 -1.81 -4.16
H -1.20 -1.99 -3.42
H -0.12 -3.31 -3.37
H -0.17 -2.39 -1.21
H 2.05 -2.98 -2.43
H 2.41 -1.82 -1.16
H 2.30 -1.23 -2.73
H -0.45 -0.36 -1.02
*
```



Entry 5:
Formula: C8H30N2O6
Source: the OMol25 dataset
Level of theory: wB97M-V/def2-TZVPD

Calculated values
- Highest occupied orbital energy: -8.47 eV
- LUMO level: 0.0077 Ha
- SMILES string: COC[C@H](C)N.COC[C@H](C)N.O.O.O.O

Geometry as ORCA input:
```
! wB97M-V def2-TZVPD RIJCOSX def2/J DEFGRID3
* xyz 0 1
C -13.52 -25.12 23.47
O -12.92 -24.22 24.33
C -12.07 -23.30 23.81
C -11.36 -22.69 25.05
C -12.11 -21.68 25.90
N -10.27 -21.85 24.56
H -12.91 -25.64 22.73
H -14.39 -24.72 22.95
H -13.97 -25.91 24.08
H -11.42 -23.77 23.07
H -12.56 -22.50 23.25
H -10.69 -23.22 25.72
H -11.60 -21.34 26.81
H -13.13 -21.98 26.11
H -12.46 -20.81 25.35
H -10.66 -21.01 24.18
H -9.65 -21.55 25.30
C -16.63 -20.23 23.86
O -15.61 -19.84 22.97
C -14.74 -18.73 23.36
C -13.64 -18.70 22.27
C -12.92 -19.99 21.96
N -12.53 -17.91 22.73
H -17.36 -20.93 23.45
H -17.27 -19.41 24.20
H -16.22 -20.69 24.76
H -15.26 -17.78 23.40
H -14.27 -18.99 24.31
H -14.00 -18.33 21.31
H -12.01 -19.89 21.36
H -13.53 -20.68 21.37
H -12.71 -20.42 22.94
H -11.73 -18.51 22.93
H -12.25 -17.27 22.01
O -7.98 -20.72 25.78
H -8.41 -20.71 26.63
H -7.04 -20.67 25.98
O -11.94 -17.01 25.49
H -11.07 -17.17 25.85
H -11.94 -17.49 24.66
O -7.83 -17.13 22.55
H -6.98 -16.95 22.17
H -7.90 -16.53 23.30
O -9.34 -18.84 24.08
H -8.72 -18.55 23.42
H -8.89 -19.55 24.55
*
```



Entry 6:
Formula: C8H30O8
Source: the OMol25 dataset
Level of theory: wB97M-V/def2-TZVPD

Calculated values
- Highest occupied orbital energy: -9.27 eV
- LUMO level: 0.0008 Ha
- SMILES string: C=CC(=C)CCCC.O.O.O.O.O.O.O.O

Geometry as ORCA input:
```
! wB97M-V def2-TZVPD RIJCOSX def2/J DEFGRID3
* xyz 0 1
C -2.27 -2.38 1.35
C -1.50 -1.37 1.03
C -0.37 -1.20 1.99
C -0.46 -0.72 3.33
C 1.07 -1.37 1.40
C 1.18 -0.35 0.20
C 2.57 -0.49 -0.49
C 2.81 -1.69 -1.49
H -3.19 -2.73 0.85
H -2.44 -2.77 2.30
H -1.51 -0.65 0.25
H 0.50 -0.58 3.79
H -1.47 -0.38 3.75
H 1.76 -1.12 2.18
H 1.14 -2.47 1.29
H 1.19 0.79 0.37
H 0.42 -0.43 -0.46
H 3.32 -0.35 0.28
H 2.80 0.41 -1.11
H 3.83 -1.56 -1.83
H 2.62 -2.60 -1.17
H 2.28 -1.53 -2.45
O 2.21 3.99 1.25
H 2.28 3.11 0.69
H 1.97 3.59 2.11
O 0.50 2.37 -1.24
H 1.20 2.76 -1.82
H 0.63 1.40 -1.49
O 1.24 0.06 -3.16
H 0.54 0.56 -3.69
H 0.51 -0.43 -2.86
O -3.03 1.29 -1.44
H -3.37 0.64 -0.74
H -2.95 2.12 -0.99
O -1.49 3.61 0.22
H -1.39 3.69 -0.78
H -0.47 3.29 0.24
O -2.41 2.37 2.38
H -1.91 1.76 1.87
H -2.33 3.24 2.00
O -0.12 -4.58 -0.04
H 0.79 -4.45 0.24
H -0.73 -4.22 0.63
O -1.70 -0.20 -3.20
H -2.15 -0.91 -3.08
H -2.12 0.50 -2.48
*
```



Entry 7:
Formula: C8H31O7
Source: the OMol25 dataset
Level of theory: wB97M-V/def2-TZVPD

Calculated values
- Highest occupied orbital energy: -13.15 eV
- LUMO level: -0.0798 Ha

Geometry as ORCA input:
```
! wB97M-V def2-TZVPD RIJCOSX def2/J DEFGRID3
* xyz 1 1
O -0.09 -0.54 0.03
H -0.76 -1.01 0.53
H 0.33 0.12 0.58
H -0.40 -0.25 -0.83
C -0.34 3.31 0.64
C 0.01 2.54 1.90
C -1.15 2.02 2.63
O 0.72 1.41 1.46
H -1.10 4.09 0.75
H -0.64 2.68 -0.19
H 0.59 3.74 0.26
H 0.64 3.15 2.54
H -1.85 2.79 2.98
H -0.84 1.62 3.59
H -1.63 1.25 2.02
H 1.59 1.35 1.87
C -0.07 -3.99 -1.01
O -1.17 -3.14 -1.24
H 0.54 -4.15 -1.89
H 0.49 -3.50 -0.21
H -0.37 -4.96 -0.61
H -1.78 -3.65 -1.78
C 3.17 1.34 -1.08
O 1.97 0.69 -1.55
H 3.14 2.37 -1.42
H 3.29 1.40 0.00
H 4.09 0.98 -1.56
H 2.01 0.63 -2.51
C -1.61 0.91 -3.21
O -0.97 -0.11 -2.40
H -1.99 1.83 -2.77
H -0.86 1.18 -3.95
H -2.41 0.34 -3.69
H -1.02 -0.95 -2.85
C 3.27 -2.24 0.93
O 2.33 -1.47 1.67
H 4.24 -1.73 0.96
H 3.46 -3.27 1.23
H 2.98 -2.33 -0.11
H 2.91 -0.94 2.22
C -3.71 -0.48 0.77
O -2.35 -0.87 1.18
H -4.49 -1.24 0.79
H -4.03 0.27 1.50
H -3.74 0.06 -0.18
H -2.43 -1.27 2.04
*
```



Entry 8:
Formula: C8H32N16O8
Source: the OMol25 dataset
Level of theory: wB97M-V/def2-TZVPD

Calculated values
- Highest occupied orbital energy (alpha / beta): -0.27 / -6.82 eV
- LUMO level (alpha / beta): 0.0794 / 0.0761 Ha

Geometry as ORCA input:
```
! wB97M-V def2-TZVPD RIJCOSX def2/J DEFGRID3
* xyz -1 2
C -0.32 1.39 -4.44
O -0.78 2.31 -3.78
N -0.70 0.97 -5.63
N 0.68 0.70 -4.03
H -0.11 0.29 -6.09
H -1.46 1.51 -6.01
H 0.86 0.83 -3.04
H 1.02 -0.05 -4.62
C -4.04 -2.12 -3.60
O -4.68 -2.26 -4.64
N -3.54 -3.03 -2.90
N -3.82 -0.94 -3.15
H -2.83 -2.76 -2.24
H -3.86 -3.94 -3.21
H -4.15 -0.09 -3.56
H -3.38 -0.88 -2.24
C -0.05 -3.72 -0.14
O -1.03 -3.11 -0.52
N 0.83 -4.21 -0.98
N 0.22 -3.95 1.11
H 1.58 -4.80 -0.63
H 0.60 -4.28 -1.96
H -0.49 -3.78 1.81
H 1.09 -4.36 1.41
C 2.55 -2.53 3.74
O 3.63 -2.12 3.38
N 1.54 -1.78 3.58
N 2.25 -3.62 4.49
H 0.61 -2.16 3.68
H 1.71 -0.87 3.18
H 3.09 -4.07 4.84
H 1.35 -3.91 4.83
C 0.03 1.33 3.86
O 0.90 1.25 3.06
N 0.07 1.98 4.99
N -1.11 0.67 3.82
H -0.86 2.13 5.37
H 0.74 2.73 5.01
H -1.25 0.30 2.89
H -1.87 0.90 4.45
C 3.87 2.96 -1.55
O 4.91 3.45 -1.99
N 3.54 1.71 -1.45
N 2.77 3.58 -1.46
H 4.18 0.93 -1.46
H 2.61 1.53 -1.08
H 1.98 2.97 -1.29
H 2.75 4.55 -1.74
C 0.06 0.16 -0.67
O 0.54 1.17 -0.96
N -0.58 -0.64 -1.43
N -0.19 -0.11 0.52
H -0.87 -1.52 -1.03
H -0.55 -0.52 -2.43
H -0.60 -1.03 0.60
H 0.46 0.15 1.25
C -0.95 4.07 1.53
O -0.07 4.69 1.03
N -1.07 2.84 1.25
N -1.62 4.55 2.49
H -2.03 2.54 1.36
H -0.47 2.51 0.51
H -2.27 4.03 3.06
H -1.38 5.46 2.86
*
```



no.,calculated total energy (eV)
1,-53106.416
2,-77421.762
3,-51381.576
4,-31638.711
5,-24045.038
6,-25158.013
7,-23122.514
8,-49039.368